Entry 1:
50
Properties=species:S:1:pos:R:3:forces:R:3 method="wB97M-V/def2-TZVPD" total_energy_ev=-21222.660 max_force_ha_per_bohr=0.08912 homo_lumo_gap_ev=6.4982 total_charge=0 e_homo_ev=-7.30 spin_multiplicity=1 smiles="CC(C)(C)C1=CC2=C(C(C)(C)C)C=C(C(C)(C)C)C2=C1"
C 0.2708 2.3077 3.6951 -0.23 -1.11 -0.23
C 1.1793 1.1278 3.1807 1.72 1.31 1.51
C 2.6672 1.5933 3.1264 -1.66 3.36 -1.11
C 1.2239 -0.0118 4.1903 -1.51 -0.04 0.03
C 0.7455 0.7134 1.7854 1.99 1.49 2.74
C 1.0719 1.3980 0.6737 -0.54 -1.06 -1.99
C 0.4695 0.5015 -0.3801 -0.72 2.23 -3.49
C 0.1572 0.5286 -1.7665 1.00 -1.04 1.60
C 0.6479 1.3703 -2.9929 1.23 0.29 0.18
C 2.1665 1.8357 -2.9199 0.36 -0.68 1.21
C -0.2299 2.6129 -3.1600 -1.88 -1.69 -0.58
C 0.5742 0.5026 -4.2683 0.19 0.36 0.50
C -0.7061 -0.7262 -1.9773 -0.05 0.75 4.52
C -1.0469 -1.2925 -0.7553 1.30 -1.10 -1.50
C -1.8648 -2.5339 -0.3609 -2.50 -0.13 -0.30
C -1.1610 -3.4967 0.6090 0.48 -0.62 -0.95
C -3.2236 -1.8767 0.3479 2.63 -0.34 -0.22
C -2.3309 -3.5370 -1.5266 0.88 0.97 0.53
C -0.2651 -0.5612 0.2385 1.02 -0.27 2.04
C 0.0504 -0.5323 1.5883 -1.30 0.89 -3.74
H 0.4308 3.1928 3.1081 0.11 0.40 -0.48
H -0.7250 1.9311 3.4633 -0.40 0.40 0.25
H 0.2859 2.6338 4.7527 0.44 -0.69 -0.34
H 3.2593 0.9119 2.5713 0.88 -0.72 -0.06
H 2.6242 2.5632 2.5320 0.37 -1.09 0.18
H 3.0691 2.0002 4.0608 -0.02 -0.92 0.17
H 0.2524 -0.0966 4.6801 -0.29 -0.51 -0.19
H 1.4762 -0.9308 3.6766 0.19 -0.36 0.26
H 1.8818 0.1738 5.0235 0.59 0.15 -0.01
H 1.6198 2.3422 0.4347 -0.59 -1.15 0.74
H 2.4404 2.5932 -2.0630 -0.58 -1.79 -1.42
H 2.4369 2.3248 -3.8632 -0.29 0.09 0.16
H 2.7988 0.8738 -2.9224 -0.63 1.57 0.55
H -1.2948 2.1989 -3.2576 1.15 0.98 0.24
H -0.1363 3.1886 -2.2780 -0.21 0.86 0.89
H -0.0414 3.2362 -4.0409 0.31 -0.33 0.08
H -0.4715 0.3608 -4.5462 0.11 -0.37 -0.05
H 1.0995 -0.4461 -4.0571 -0.37 0.28 -0.51
H 1.0631 1.0618 -5.0827 -0.11 -0.40 0.21
H -1.2844 -0.9461 -2.7706 -1.24 -0.73 -3.15
H -0.1001 -3.3236 0.6247 0.54 0.21 0.18
H -1.5465 -3.4475 1.5841 -0.39 0.31 1.50
H -1.2629 -4.5700 0.3178 -0.12 0.85 0.00
H -4.0272 -2.5214 0.4081 -1.54 -2.12 -0.25
H -3.6350 -1.0323 -0.1614 0.30 0.82 -0.50
H -3.0676 -1.6410 1.3970 0.57 0.44 0.03
H -1.4446 -4.1378 -1.8983 -0.82 1.22 -0.09
H -2.8523 -2.9139 -2.2778 0.21 -0.92 -0.08
H -2.9549 -4.3449 -1.0876 -0.12 0.93 -0.23
H -0.2898 -1.1589 2.3442 -0.48 -0.99 1.17


Entry 2:
59
Properties=species:S:1:pos:R:3:forces:R:3 method="wB97M-V/def2-TZVPD" total_energy_ev=-47790.071 max_force_ha_per_bohr=0.02676 homo_lumo_gap_ev=9.5054 total_charge=0 e_homo_ev=-8.88 spin_multiplicity=1 smiles="CCOc1ccc(N(CC(=O)NC2CCCCC2)S(=O)(=O)c2c(C)noc2C)cc1"
C 3.0618 3.8158 2.9641 -0.06 -0.37 0.20
C 2.7137 2.8552 4.0973 -0.02 0.48 -0.02
O 3.0423 1.5128 3.7910 0.02 -0.31 -0.11
C 2.2614 0.7984 2.9434 0.03 -0.25 -0.12
C 2.7364 -0.4782 2.6270 0.03 0.15 0.12
C 2.0297 -1.2985 1.7748 -0.10 0.12 0.10
C 0.8297 -0.8639 1.2232 0.41 0.23 0.34
N 0.1623 -1.7112 0.2960 -0.01 0.33 -0.72
C -1.0444 -2.3956 0.7145 -0.50 -0.25 0.00
C -2.2590 -1.4688 0.8842 0.31 -0.40 0.04
O -2.7921 -1.2877 1.9609 -0.09 0.02 0.28
N -2.6609 -0.9103 -0.2658 -0.17 0.28 -0.45
C -3.8110 -0.0289 -0.3536 -0.40 0.17 0.33
C -3.4250 1.4353 -0.1106 0.16 -0.16 -0.02
C -2.5684 1.9906 -1.2445 -0.24 0.15 0.02
C -3.2994 1.8466 -2.5758 0.28 -0.12 -0.03
C -3.6219 0.3798 -2.8427 -0.28 0.18 0.01
C -4.4821 -0.1925 -1.7169 0.20 -0.11 0.01
S 0.3246 -1.2196 -1.2786 0.92 -0.34 -0.19
O 0.2380 0.2053 -1.4250 0.23 -0.21 0.14
O -0.5675 -2.0167 -2.0806 -0.05 -0.21 0.19
C 1.9868 -1.7096 -1.5952 -0.19 -0.30 -0.21
C 3.1852 -0.9468 -1.4684 -0.11 -0.37 -0.14
C 3.3140 0.4640 -1.0416 0.17 0.14 0.03
N 4.2090 -1.6909 -1.7854 0.60 1.20 0.30
O 3.7443 -2.9240 -2.1163 -0.86 -0.75 -0.15
C 2.4129 -2.9468 -2.0051 -0.41 0.50 0.15
C 1.6687 -4.1873 -2.3083 0.19 -0.07 -0.03
C 0.3474 0.3949 1.5410 0.07 -0.16 0.05
C 1.0545 1.2236 2.3936 0.05 0.21 0.20
H 4.1196 3.7364 2.7264 0.09 0.03 -0.03
H 2.4905 3.5863 2.0679 -0.04 0.05 -0.09
H 2.8446 4.8354 3.2699 -0.03 0.13 0.00
H 3.3204 3.0846 4.9776 -0.17 -0.02 -0.08
H 1.6568 2.9414 4.3755 0.10 -0.05 0.03
H 3.6680 -0.8001 3.0645 0.11 -0.04 0.05
H 2.4023 -2.2815 1.5297 0.05 -0.11 -0.06
H -0.8457 -2.8908 1.6682 -0.03 0.12 -0.15
H -1.2648 -3.1409 -0.0533 -0.10 -0.06 0.18
H -2.1585 -1.1134 -1.1176 -0.13 -0.16 0.06
H -4.4934 -0.3447 0.4460 0.10 0.05 -0.18
H -4.3444 2.0199 -0.0272 -0.04 0.04 0.06
H -2.8985 1.5070 0.8431 -0.06 0.01 0.08
H -2.3503 3.0437 -1.0526 0.08 -0.01 0.02
H -1.6176 1.4575 -1.2958 -0.02 0.07 0.03
H -2.6798 2.2418 -3.3826 -0.05 0.07 -0.05
H -4.2276 2.4243 -2.5487 -0.04 0.06 -0.05
H -4.1560 0.2796 -3.7903 0.08 -0.08 -0.03
H -2.6890 -0.1819 -2.9305 0.06 -0.06 -0.11
H -4.6832 -1.2505 -1.8979 -0.09 -0.01 0.04
H -5.4394 0.3326 -1.6936 -0.04 0.00 0.01
H 4.2008 0.9043 -1.4882 0.04 0.07 -0.01
H 2.4211 1.0127 -1.3293 0.09 0.10 -0.01
H 3.4098 0.5098 0.0429 -0.03 0.06 0.07
H 2.1206 -4.6937 -3.1579 -0.02 -0.05 -0.05
H 0.6340 -3.9336 -2.5219 0.03 -0.09 -0.04
H 1.7019 -4.8619 -1.4530 -0.01 -0.06 0.04
H -0.5812 0.7345 1.1119 -0.12 0.07 -0.08
H 0.6481 2.1960 2.6204 0.00 0.11 0.03


Entry 3:
49
Properties=species:S:1:pos:R:3:forces:R:3 method="wB97M-V/def2-TZVPD" total_energy_ev=-67392.529 max_force_ha_per_bohr=0.04639 homo_lumo_gap_ev=7.0300 total_charge=0 e_homo_ev=-7.28 spin_multiplicity=1
K -1.9246 0.3459 1.2330 0.40 -0.25 -0.40
C 3.0770 -4.2768 -2.8176 -0.15 -0.47 0.15
C 2.5472 -3.7232 -1.5262 -0.41 1.09 0.27
C 3.3089 -2.7873 -0.7997 -0.23 -0.63 -0.03
C 2.8004 -2.2483 0.3716 -0.14 0.16 0.17
C 1.5135 -2.5507 0.7686 -0.39 -0.35 -0.27
C 0.7111 -3.4144 0.0166 0.11 0.85 0.88
C 1.2189 -3.9928 -1.1090 1.40 -0.28 -0.82
S 0.8869 -1.6473 2.1600 1.15 0.77 -0.76
O 1.8389 -1.8378 3.2310 -0.18 0.23 0.00
O -0.4631 -2.0764 2.3249 -1.70 -0.87 0.70
N 0.7340 -0.1966 1.5642 -0.91 -0.60 0.61
C 1.5799 0.8228 1.4509 1.28 0.49 -0.15
C 2.7817 1.0489 2.2052 -0.32 0.03 -0.96
C 3.6008 2.1033 1.8021 -0.68 -0.56 0.71
C 3.2007 2.9605 0.7814 0.79 0.83 -1.04
C 2.0204 2.6533 0.1046 0.36 0.83 0.20
N 1.2169 1.6590 0.4401 0.17 -0.14 0.00
H 4.0093 -4.8469 -2.6451 -0.43 0.22 -0.21
H 3.2843 -3.4788 -3.5536 -0.16 -0.42 0.26
H 2.2883 -4.9565 -3.1754 0.57 0.13 -0.41
H 4.3029 -2.5104 -1.1486 -0.15 -0.11 0.08
H 3.3156 -1.5484 1.0227 0.44 -0.07 -0.38
H -0.3109 -3.5846 0.2964 -0.26 -0.04 0.26
H 0.5890 -4.6661 -1.6808 0.14 -0.01 -0.10
H 3.0509 0.3195 2.9732 -0.04 0.41 -0.19
H 4.5334 2.2521 2.3279 0.11 0.12 -0.03
H 3.8668 3.8059 0.4356 -0.95 -1.10 0.46
H 1.6898 3.2409 -0.7655 0.21 -0.09 0.43
I -1.7643 3.9446 1.7769 -1.47 -0.54 0.12
C -3.9478 3.4855 1.7472 0.10 1.04 0.37
C -4.8104 4.1473 2.6528 0.92 -0.53 0.36
C -6.1662 3.9351 2.4939 -0.17 0.86 0.39
C -6.6289 3.2980 1.3479 -0.52 -0.02 -0.28
C -5.7161 2.7268 0.4998 1.21 0.03 1.22
N -4.3885 2.7466 0.7750 0.15 0.04 -0.81
H -4.4102 4.7248 3.4950 -0.20 -0.27 -0.47
H -6.8457 4.3737 3.2408 0.23 -0.27 -0.55
H -7.6777 3.2626 1.0629 0.12 -0.02 0.36
H -5.9913 2.2029 -0.3796 -0.27 -0.42 -0.65
C -0.8294 -1.1780 -3.6052 -0.12 -0.19 0.54
C -0.5820 -0.4723 -2.2898 -0.66 0.00 1.25
N 0.7002 -0.0711 -2.0021 -2.15 0.28 0.17
O -1.5722 -0.3260 -1.5186 2.13 0.23 -1.04
H -1.3334 -2.1130 -3.3379 0.22 0.02 -0.21
H 0.0773 -1.3743 -4.1918 -0.40 0.16 0.03
H -1.5874 -0.5793 -4.1205 0.38 -0.08 -0.24
H 1.4284 -0.2575 -2.6666 0.05 0.20 0.05
H 0.7768 0.6551 -1.2685 0.40 -0.69 -0.04


Entry 4:
30
Properties=species:S:1:pos:R:3:forces:R:3 method="wB97M-V/def2-TZVPD" total_energy_ev=-20797.090 max_force_ha_per_bohr=0.09299 homo_lumo_gap_ev=9.8227 total_charge=0 e_homo_ev=-10.45 spin_multiplicity=1 smiles=O.O.O.O.O.O.O.O.O.O
O -0.3145 -0.6144 -1.1774 2.63 -1.86 1.08
H 0.5657 -0.1397 -1.2409 -1.69 -0.55 0.26
H -0.6120 -0.4897 -0.2828 -0.31 0.19 0.56
O -4.3179 -0.0372 -1.7254 -0.03 -0.57 -3.19
H -3.3871 -0.0598 -1.6141 1.55 -0.05 -0.26
H -4.5938 0.1379 -0.8827 -1.48 0.63 3.44
O -3.5304 -1.0994 1.5015 -1.88 -1.02 0.86
H -3.8047 -0.4027 2.1209 0.39 -0.02 -0.28
H -4.2461 -1.7873 1.6900 1.58 1.12 -0.64
O 4.6452 -1.0951 -0.1671 -3.01 -1.34 -1.10
H 3.6978 -1.4461 -0.4416 3.09 0.85 0.24
H 4.4310 -0.2649 0.2314 0.21 1.12 0.39
O -1.2874 -4.1985 -0.0332 2.26 2.30 0.63
H -0.4432 -4.6828 0.0651 -0.78 -0.24 -0.17
H -0.8938 -3.2584 0.1042 -1.52 -2.06 -0.51
O -0.8634 1.1001 -2.4484 -0.20 1.07 -1.52
H -0.3097 1.5912 -3.0740 -0.40 -0.37 -0.03
H -0.7768 0.1266 -2.5813 -0.12 1.56 -0.22
O 2.1028 1.6589 -0.3870 -2.75 2.71 -0.35
H 1.5018 1.7577 0.3758 -0.10 0.43 -0.67
H 2.5566 0.9511 -0.0835 2.82 -3.73 1.01
O -2.0903 2.6258 2.2753 -0.14 -0.48 -1.59
H -2.3983 3.2847 1.6264 0.20 -0.32 0.66
H -2.0328 3.0333 3.1205 -0.04 0.76 0.90
O 3.4536 -3.2350 0.7586 -0.51 0.80 0.23
H 3.6207 -2.2898 0.9636 0.41 -1.12 0.18
H 2.5005 -3.3058 0.8637 -0.12 -0.36 0.09
O 2.2075 4.3805 0.0011 1.79 -0.32 0.06
H 3.1031 3.8882 -0.0117 -2.77 0.81 0.24
H 1.5158 3.8706 0.4532 0.92 0.04 -0.28


Entry 5:
17
Properties=species:S:1:pos:R:3:forces:R:3 method="wB97M-V/def2-TZVPD" total_energy_ev=-16651.326 max_force_ha_per_bohr=0.04731 homo_lumo_gap_ev=10.0738 total_charge=0 e_homo_ev=-9.04 spin_multiplicity=1 smiles=NCCCCS
N 2.9802 0.2451 0.1230 -0.89 0.85 -1.10
C 1.7215 -0.5259 -0.1344 -0.07 -0.45 2.39
C 0.4520 0.3206 -0.0596 0.08 1.18 -0.80
C -0.9287 -0.3968 0.0692 0.46 0.94 -1.16
C -2.0579 0.6393 0.1316 0.01 0.99 1.32
S -3.7092 -0.0877 -0.1417 0.11 0.38 -0.13
H 3.8019 -0.3198 -0.0121 0.07 -0.74 0.30
H 3.1077 0.9061 -0.6662 -0.42 -0.16 0.71
H 1.7472 -0.9985 -1.0798 0.02 -0.94 -0.99
H 1.5973 -1.2887 0.6989 0.54 0.57 -1.07
H 0.6064 1.0619 0.7417 -0.26 -0.27 -0.06
H 0.4273 0.9196 -1.0155 -0.19 -0.34 0.84
H -1.0106 -1.0075 0.9682 0.20 -0.25 -0.13
H -1.1273 -0.9778 -0.8495 0.31 -0.21 0.57
H -1.9906 1.1578 1.1469 -0.35 -0.59 -1.27
H -2.0216 1.4591 -0.6213 0.33 -0.72 0.33
H -3.5956 -1.1067 0.7007 0.06 -0.25 0.27


Entry 6:
15
Properties=species:S:1:pos:R:3:forces:R:3 method="wB97M-V/def2-TZVPD" total_energy_ev=-10418.204 max_force_ha_per_bohr=0.02246 homo_lumo_gap_ev=10.5494 total_charge=0 e_homo_ev=-9.84 spin_multiplicity=1
O -0.4411 0.7205 -1.0676 0.20 -0.81 -0.66
C -1.7802 0.2345 -0.8031 -0.54 -0.12 -0.14
C -1.2268 -1.0183 -0.1185 -0.23 -0.25 -0.10
C 0.0802 -0.5254 -0.6673 -0.04 -0.40 -1.04
O 1.1097 -1.0507 -0.9687 -0.66 0.42 0.01
C 1.4030 0.7529 1.1001 -0.13 0.49 0.54
O 2.6112 0.5875 0.4112 0.20 0.00 0.03
H 0.5214 0.8220 0.4583 0.78 -0.07 0.85
H -2.2276 0.0457 -1.7751 -0.38 -0.07 0.10
H -2.4091 0.8926 -0.2000 0.36 0.11 -0.09
H -1.4452 -1.9784 -0.5763 -0.32 -0.09 0.12
H -1.3545 -1.0645 0.9668 0.25 0.08 -0.25
H 1.3686 1.7605 1.4944 0.50 0.21 0.61
H 1.2546 0.0141 1.9057 0.04 0.22 -0.14
H 2.5358 -0.1930 -0.1600 -0.03 0.29 0.15


Entry 7:
55
Properties=species:S:1:pos:R:3:forces:R:3 method="wB97M-V/def2-TZVPD" total_energy_ev=-37679.422 max_force_ha_per_bohr=0.06014 homo_lumo_gap_ev="3.5711 / 3.9123" total_charge=+2 e_homo_ev="-15.22 / -15.39" spin_multiplicity=1
Pd -0.1811 -0.4124 -2.7464 -0.51 -0.21 -0.66
C -0.0097 -1.7071 -4.7207 -0.90 -0.22 0.17
C -1.3963 -1.2983 -4.6390 0.38 -0.45 0.62
C -1.4486 0.1179 -4.6105 0.06 -0.09 -0.12
C -0.1157 0.5916 -4.6803 0.33 -0.20 -0.29
C 0.7740 -0.5498 -4.7383 0.08 0.73 -0.16
H 0.3531 -2.7179 -4.8148 -0.02 -0.14 0.17
H -2.2525 -1.9573 -4.6661 0.01 -0.07 0.19
H -2.3396 0.7252 -4.6139 -0.09 0.04 0.17
H 0.1721 1.6235 -4.8229 0.08 0.02 0.32
H 1.8442 -0.5178 -4.8817 0.05 0.07 0.18
C 0.4638 -3.1362 3.1708 -0.46 0.03 -0.13
C 1.1211 -2.1092 2.2748 0.81 0.11 0.16
C 1.8958 -2.7714 1.1315 -0.47 0.16 -0.16
C 2.0766 -1.2256 3.0932 -0.45 0.00 -0.19
O 0.0650 -1.2594 1.7272 0.21 -0.25 -0.51
Si -0.0461 -0.2422 0.4944 -0.28 1.12 2.87
O -0.4793 -0.9142 -0.9069 -1.06 -0.92 -2.44
O 1.3357 0.5489 0.2207 0.38 0.53 -0.23
C 1.5997 1.7437 -0.5344 0.24 -0.59 0.46
C 1.2079 2.9779 0.2770 -0.36 -0.01 -0.16
C 0.7699 1.6793 -1.8207 -0.80 1.05 0.34
C 3.0842 1.7550 -0.8407 0.10 -0.15 -0.18
O -1.2323 0.8540 0.8739 1.19 -0.54 -1.22
C -2.4098 0.7997 1.6454 -0.39 -0.32 1.63
C -1.9700 0.8948 3.1707 -0.12 -0.07 -0.92
C -3.1366 -0.5399 1.4449 0.22 0.20 -0.23
C -3.2644 2.0025 1.3012 0.09 -0.08 -0.29
H 1.2180 -3.7833 3.6169 -0.01 0.02 -0.02
H -0.2406 -3.7527 2.6046 0.10 0.01 0.05
H -0.0892 -2.6408 3.9725 0.07 -0.05 -0.03
H 2.6436 -3.4503 1.5383 0.00 0.01 -0.05
H 2.4016 -2.0125 0.5237 0.02 -0.08 0.09
H 1.2078 -3.3384 0.4913 0.13 0.00 0.13
H 2.8436 -1.8544 3.5474 -0.02 0.08 -0.01
H 1.5213 -0.7131 3.8850 0.13 -0.06 -0.07
H 2.5525 -0.4830 2.4493 0.02 -0.03 0.08
H 0.1366 2.9689 0.4941 0.12 0.04 0.02
H 1.4566 3.8971 -0.2603 0.01 -0.11 0.06
H 1.7565 2.9617 1.2201 0.00 -0.01 -0.09
H -0.3017 1.7198 -1.6064 -0.03 0.33 0.23
H 1.0304 0.7094 -2.3414 1.51 0.13 0.09
H 1.0179 2.4862 -2.5127 0.00 -0.23 -0.12
H 3.6516 1.7360 0.0914 -0.07 0.01 -0.09
H 3.3561 2.6568 -1.3936 0.00 -0.06 0.04
H 3.3668 0.8752 -1.4299 0.01 0.09 0.09
H -1.3382 0.0365 3.4074 -0.10 0.11 0.05
H -2.8764 0.8853 3.7777 0.12 0.01 0.02
H -1.4194 1.8245 3.3296 -0.08 -0.09 0.03
H -2.5069 -1.3798 1.7551 -0.09 0.15 0.00
H -3.3838 -0.6591 0.3822 -0.07 0.01 0.13
H -4.0531 -0.5495 2.0340 0.02 -0.03 -0.07
H -2.7149 2.9301 1.4743 -0.03 -0.06 0.03
H -4.1643 2.0089 1.9147 0.01 0.02 -0.05
H -3.5532 1.9653 0.2462 -0.08 0.03 0.08


Entry 8:
22
Properties=species:S:1:pos:R:3:forces:R:3 method="wB97M-V/def2-TZVPD" total_energy_ev=-18774.023 max_force_ha_per_bohr=0.05449 homo_lumo_gap_ev=5.3507 total_charge=-1 e_homo_ev=-2.20 spin_multiplicity=1 smiles=CCCNCCC[S-]
C 1.1854 0.2909 -2.7015 0.01 0.35 -0.61
C 0.1815 -0.5719 -1.9259 -0.39 1.79 -0.34
C -1.0952 0.2718 -1.5025 -0.09 -1.40 -0.47
N -1.4589 0.0091 -0.1184 -0.45 0.96 -0.62
C -0.5893 0.6071 0.9093 -0.83 -1.83 0.95
C -0.3757 -0.4435 2.0808 0.16 1.58 -1.33
C 0.7789 0.0001 2.9985 0.20 -2.64 0.92
S 0.4221 -0.4796 4.7588 0.24 0.09 -0.33
H 2.1682 -0.1952 -2.7505 -0.22 0.18 -0.36
H 0.8448 0.6496 -3.6790 -0.02 -0.91 -0.41
H 1.3329 1.2943 -2.2942 0.09 -0.29 1.01
H 0.7457 -0.9347 -1.0806 -0.28 -0.04 0.73
H -0.1718 -1.4521 -2.4505 0.21 -0.14 -0.44
H -1.9740 -0.0408 -2.1198 0.65 -0.04 0.24
H -0.9870 1.3220 -1.7939 0.27 0.07 0.70
H -1.5291 -0.9970 -0.0623 0.14 -0.02 0.56
H 0.3535 0.9457 0.4466 -0.18 0.04 0.47
H -1.1608 1.3905 1.4282 0.55 0.42 -0.56
H -0.1416 -1.4131 1.6411 0.35 -0.13 -0.13
H -1.3402 -0.6368 2.5748 0.38 0.60 0.21
H 1.6295 -0.6074 2.6084 -0.15 0.34 0.43
H 1.1812 0.9911 3.0325 -0.64 1.03 -0.61